This record from OMol25 describes a structure of composition C7H12N4SbSe4Sn at a distorted geometry. The level of theory is ωB97M-V with the def2-TZVPD basis set.

Charge ... +1
Gap between HOMO and LUMO (alpha / beta) ... 5.127 / 5.425 eV
LUMO energy (alpha / beta) ... -5.5 / -5.3 eV

CARTESIAN COORDINATES (ANGSTROEM)
Sn  1.04478  -0.85148  0.08822
Se  3.13359  -0.90326  1.09032
Sb  3.06886  1.67638  0.41303
Se  4.02851  2.09693  -1.87163
Se  3.89503  3.24531  2.15793
Se  0.58798  2.09440  0.09006
C  -0.10431  -0.19808  5.09974
N  -1.18577  -0.03808  4.04870
C  -2.46711  0.16107  4.60736
C  -0.92470  -0.35611  2.80441
N  -0.47275  -0.74029  1.76467
H  0.34189  -1.18616  5.12514
H  -0.45426  0.20848  6.07767
H  0.68145  0.49007  4.74472
H  -3.24854  0.55029  3.85992
H  -2.44078  0.89205  5.45730
H  -2.90757  -0.72115  5.01147
C  0.26547  -0.01517  -5.72136
N  -0.05033  -0.56779  -4.42401
C  -1.29114  -0.79689  -3.92892
C  -1.15878  -1.04115  -2.60236
N  0.16689  -0.99781  -2.29625
C  0.79970  -0.72334  -3.40221
H  -0.00452  1.03212  -5.74960
H  -0.30678  -0.51483  -6.54311
H  1.28989  -0.12382  -5.77986
H  -2.13607  -0.70714  -4.60833
H  -1.98494  -1.31497  -1.91264
H  1.83433  -0.64956  -3.60038

=====

This record from OMol25 describes a cluster of 4 separate species, C6H19NO4 in total at a distorted geometry. The level of theory is ωB97M-V with the def2-TZVPD basis set.

Gap between HOMO and LUMO ... 8.570 eV
Structure (SMILES) ... CCN[C@@H](C=O)CC.O.O.O
LUMO energy ... 0.5 eV
Energy above the lowest of the compared OMol25 structures with the same formula, charge and spin ... 298.7 kJ/mol

CARTESIAN COORDINATES (ANGSTROEM)
C  0.97343  -3.14389  1.80645
C  0.89608  -1.61124  1.59868
N  0.28727  -1.42758  0.26360
C  -2.67312  0.59779  -0.95525
C  -1.52956  -0.39890  -1.00667
C  -0.25168  -0.12952  -0.17241
C  0.96654  0.56762  -0.88576
O  1.09397  1.79000  -0.92737
H  1.16027  -3.41378  2.80322
H  0.13989  -3.68465  1.48863
H  1.87314  -3.52861  1.21715
H  0.54483  -0.88263  2.35727
H  2.02705  -1.31725  1.63896
H  0.89457  -1.83440  -0.45387
H  -2.83596  1.03625  0.03840
H  -2.51120  1.26214  -1.79524
H  -3.58685  -0.06125  -1.10275
H  -1.82774  -1.45268  -0.88296
H  -1.19373  -0.44679  -2.08600
H  -0.35335  0.55916  0.66042
H  1.67091  0.07912  -1.55300
H  -0.83416  3.30019  -0.61604
H  0.39488  3.89371  0.00701
O  -0.57738  3.83789  0.15005
H  1.06884  -3.15465  -1.91452
H  2.55238  -2.54585  -1.84980
O  1.65583  -2.35844  -2.01940
H  -0.88144  2.74525  1.44266
H  -0.92630  2.26950  2.86685
O  -0.87988  1.91011  1.95550

=====

This record from OMol25 describes an isolated molecule of C4H3NO3 at a distorted geometry. The level of theory is ωB97M-V with the def2-TZVPD basis set.

Gap between HOMO and LUMO ... 10.037 eV
Structure (SMILES) ... N#CCC(=O)C(=O)O
LUMO energy ... -0.8 eV
Energy above the lowest of the compared OMol25 structures with the same formula, charge and spin ... 207.7 kJ/mol

CARTESIAN COORDINATES (ANGSTROEM)
C  0.55140  0.99635  0.37942
C  -0.48727  0.07639  0.92225
C  -1.08673  -0.90129  -0.26596
C  -0.08128  -1.50864  -1.24034
H  0.90653  2.09476  -1.26369
H  -1.64645  -0.15546  -0.89757
H  -1.92169  -1.52647  0.20558
N  0.40488  -2.01884  -2.15666
O  0.16612  1.55086  -0.80884
O  1.62070  1.07028  0.99346
O  -0.98048  0.09664  2.10040

=====

This record from OMol25 describes a structure of composition C28H55O2Si4Tm at a distorted geometry. The level of theory is ωB97M-V with the def2-TZVPD basis set.

Gap between HOMO and LUMO (alpha / beta) ... 3.693 / 3.726 eV
Spin multiplicity ... 3
LUMO energy (alpha / beta) ... -0.7 / -0.6 eV
Energy above the lowest of the compared OMol25 structures with the same formula, charge and spin ... 0.0 kJ/mol
⟨S²⟩ ... 2.003

CARTESIAN COORDINATES (ANGSTROEM)
O  0.00924  -1.11859  -5.42446
C  0.05102  0.13298  -6.18842
C  -0.03168  -0.45432  -7.58320
H  0.97636  0.70018  -5.99550
H  -0.81581  0.77358  -5.97351
C  -0.02519  -1.75618  -6.75996
H  0.83543  -0.22335  -8.21236
H  -0.95874  -0.21415  -8.12043
C  1.24097  -2.56946  -7.01391
H  2.15395  -1.95420  -6.90707
H  1.23966  -2.98750  -8.03216
H  1.27353  -3.41317  -6.31646
C  -1.32820  -2.51176  -6.96897
H  -2.16614  -1.81198  -6.80757
H  -1.37573  -3.33088  -6.24144
H  -1.36977  -2.90411  -7.99817
Tm  -0.83661  -1.39229  -1.31756
C  -2.43031  -1.68642  0.78388
C  -2.12345  -0.29560  0.68938
C  -2.65698  0.18550  -0.54393
H  -1.70066  0.32059  1.48537
C  -3.27768  -0.91341  -1.22013
C  -3.11026  -2.07422  -0.39944
H  -3.52784  -3.05822  -0.61191
H  -2.27704  -2.30940  1.66604
H  -2.67498  1.21685  -0.87254
H  -3.79300  -0.86981  -2.17777
C  0.39392  -2.58101  0.46707
C  -0.08212  -3.61193  -0.38586
C  0.50459  -3.42713  -1.68469
H  -0.73079  -4.44177  -0.09513
C  1.37526  -2.29541  -1.61023
C  1.29550  -1.75512  -0.28096
H  1.85776  -0.91264  0.12068
H  0.21001  -2.45462  1.52884
H  0.38206  -4.09343  -2.54284
H  1.96722  -1.86702  -2.41475
O  -0.31612  0.91628  -1.99998
C  -1.03047  0.45615  -3.25307
C  -1.75447  1.68689  -3.76223
H  -1.69936  -0.45926  -3.14388
H  -0.25855  0.20508  -3.98924
C  -0.65241  2.71658  -3.51245
H  -2.71118  1.85914  -3.25658
H  -1.95051  1.59589  -4.83497
C  0.26475  2.21407  -2.40679
H  -0.99649  3.74871  -3.43508
H  -0.01879  2.69709  -4.41603
H  0.32053  2.82040  -1.50323
H  1.27453  2.00065  -2.81472
C  -2.55656  -0.01726  4.81642
Si  -0.71240  -0.32157  5.05707
C  -0.13987  0.53153  6.63586
C  -0.40793  -2.18001  5.14323
Si  0.48055  0.49136  3.24189
Si  0.08874  2.76919  3.02728
C  0.91916  3.74776  4.40364
C  0.81050  3.25235  1.35283
C  -1.75303  3.16165  3.01331
Si  2.75647  0.22404  3.65958
C  3.27371  1.04565  5.27397
C  3.15462  -1.61593  3.72838
C  3.71444  1.00208  2.23157
H  -3.08347  -0.53800  5.63027
H  -2.91845  -0.42553  3.86286
H  -2.81942  1.04707  4.86419
H  -0.91494  0.34288  7.39299
H  0.80666  0.11480  7.00358
H  -0.02762  1.61798  6.52431
H  -0.79769  -2.68979  4.25031
H  0.65361  -2.43590  5.25485
H  -0.95249  -2.56189  6.01964
H  2.01113  3.76861  4.29360
H  0.55156  4.78142  4.31916
H  0.67302  3.38343  5.40937
H  0.31443  2.69865  0.54305
H  0.64305  4.32760  1.19064
H  1.88980  3.06056  1.29048
H  -2.28217  2.64716  2.19970
H  -2.24886  2.91710  3.96066
H  -1.85364  4.24503  2.84752
H  2.96662  0.45759  6.14649
H  4.37152  1.09547  5.27767
H  2.88867  2.06455  5.39264
H  2.76584  -2.15002  2.85266
H  4.24750  -1.73323  3.73650
H  2.75713  -2.09968  4.62834
H  3.23428  0.82349  1.26088
H  3.82808  2.08596  2.35952
H  4.72250  0.56555  2.19143